Formula: C7H20BN2O8P
Source: the Open Molecules 2025 dataset
Level of theory: wB97M-V/def2-TZVPD

```
39
Properties=species:S:1:pos:R:3:nbo_charge:R:1
C -0.52101 -2.11745 2.08922 -0.253
O -0.01012 -3.29847 1.45515 -0.749
B -0.54844 -3.69738 0.27004 1.322
O -1.08007 -4.92867 0.05616 -0.887
O -0.63144 -2.78283 -0.80474 -1.013
P 0.63084 -2.25264 -1.58089 2.553
O 0.37193 -1.85440 -2.95573 -1.086
O 1.28011 -1.11086 -0.66796 -1.003
O 1.66435 -3.45129 -1.36884 -0.996
H 0.24238 -1.34550 2.13591 0.213
H -0.79136 -2.37199 3.11110 0.193
H -1.39278 -1.73114 1.55529 0.168
H -0.65675 -5.60734 0.58699 0.504
H 0.64104 -0.62446 -0.13971 0.516
H 2.58036 -3.15587 -1.32072 0.517
C -0.57690 3.13673 -6.02065 -0.721
C 0.71696 2.47488 -6.44647 0.673
O 1.37298 2.90270 -7.38262 -0.637
N 1.11768 1.38558 -5.74502 -0.613
C 0.47001 0.74540 -4.61448 -0.412
H -0.74717 3.98222 -6.67996 0.241
H -1.41677 2.44527 -6.09712 0.225
H -0.51863 3.48964 -4.99030 0.222
H 1.98274 0.98978 -6.07819 0.397
H 1.12009 0.75224 -3.73899 0.198
H 0.22266 -0.29112 -4.83108 0.224
H -0.44528 1.27467 -4.36680 0.200
C -1.09535 1.76907 4.05033 -0.722
C -0.00792 0.83997 4.53995 0.682
O 0.59453 0.09767 3.77861 -0.650
N 0.28151 0.85434 5.86496 -0.610
C -0.32254 1.65811 6.90647 -0.412
H -1.19542 1.63067 2.97827 0.241
H -2.04913 1.54758 4.53054 0.229
H -0.84442 2.81076 4.25264 0.231
H 1.01618 0.21428 6.12427 0.403
H 0.42063 2.29398 7.38990 0.201
H -0.78350 1.02833 7.66890 0.200
H -1.09197 2.29750 6.48554 0.211
```

Results
**SMILES string**: COB(O)OP(=O)(O)O.CNC(C)=O.CNC(C)=O
**HOMO-LUMO gap**: 9.26 eV
**Energy above the lowest of the compared OMol25 structures with the same formula, charge and spin**: 0.000 eV
**HOMO level**: -8.97 eV

***

Formula: C7H20BrN2O3P
Source: the Open Molecules 2025 dataset
Level of theory: wB97M-V/def2-TZVPD

```
34
Properties=species:S:1:pos:R:3:nbo_charge:R:1
C 1.71415 -2.41792 0.71203 -0.253
O 2.72234 -2.59032 1.65853 -0.575
C 4.00417 -1.96264 1.32935 0.078
N 4.15823 -0.68833 1.92459 -1.103
P 4.16376 0.69607 1.12975 1.212
O 2.63439 1.34468 1.55670 -1.059
Br 3.68951 0.35542 -1.13503 -0.517
H 2.00151 -1.78373 -0.11185 0.179
H 0.83981 -1.97491 1.19663 0.133
H 1.38742 -3.37179 0.30607 0.155
H 4.15613 -2.00410 0.25480 0.145
H 4.71732 -2.64640 1.77220 0.154
H 1.98852 0.73203 1.18027 0.466
C -1.14424 -0.33920 -1.44071 -0.410
N -2.24605 0.46095 -0.79691 -0.199
C -3.39878 -0.45358 -0.56943 -0.402
C -2.66218 1.55256 -1.71387 -0.412
C -1.83494 1.00747 0.55418 -0.226
C -0.71746 2.01885 0.54876 -0.090
O 0.41488 1.40266 -0.00100 -0.746
H -1.58821 -0.90827 -2.25526 0.210
H -0.39210 0.33087 -1.82897 0.267
H -0.71634 -1.00721 -0.70023 0.246
H -3.71731 -0.85224 -1.52733 0.227
H -4.20580 0.10951 -0.10908 0.223
H -3.07576 -1.25750 0.08500 0.237
H -1.80280 2.17572 -1.93315 0.242
H -3.44403 2.13456 -1.23286 0.223
H -3.03359 1.10401 -2.63056 0.228
H -1.54782 0.13654 1.14119 0.237
H -2.72555 1.45843 0.98994 0.220
H -0.53351 2.30807 1.58887 0.215
H -0.98057 2.92534 -0.00844 0.168
H 1.17492 2.00442 0.06580 0.528
```

Results
**HOMO-LUMO gap**: 5.33 eV
**HOMO level**: -6.02 eV

***

- Which of these has the highest HOMO level?
  C7H20BrN2O3P